Here is the ion C8H18N5S with charge +1 from the OMol25 dataset. Energies are from the ωB97M-V functional and the def2-TZVPD basis.

* relative energy (zero: lowest compared OMol25 entry of this formula, charge and spin): 0.7821 eV
* HOMO: -12.437 eV
* net charge: +1
* largest force on an atom: 5.156 eV/Å
* multiplicity: 1
* lowest unoccupied orbital energy: -3.10 eV
* calculated total energy: -987.2905 Eh

Bonds (Å) are listed after each position.
Element x y z (Å)
1 S -1.88 1.99 -0.32  C9 1.716, C11 1.831
2 N 0.92 0.19 1.92  C8 1.445, C13 1.293, H28 1.005
3 N -1.40 0.20 1.46  C9 1.332, C13 1.245
4 N 1.00 -0.70 -0.29  C8 1.272, H18 0.951
5 N -2.89 -0.55 -0.20  C9 1.370, C10 1.500, H20 0.967
6 N 2.61 0.78 0.37  C7 1.408, C8 1.353, H27 0.972
7 C 3.41 0.51 -0.75  N6 1.408, C14 1.522, H19 1.088, H25 1.104
8 C 1.49 0.06 0.60  N2 1.445, N4 1.272, N6 1.353
9 C -2.07 0.41 0.34  S1 1.716, N3 1.332, N5 1.370
10 C -2.67 -1.98 0.17  N5 1.500, C12 1.514, H21 1.072, H29 1.008
11 C -3.56 2.37 -0.94  S1 1.831, H15 1.088, H17 1.033, H24 1.064
12 C -1.58 -2.57 -0.71  C10 1.514, H30 1.059, H31 1.128, H32 1.110
13 C -0.35 0.19 2.14  N2 1.293, N3 1.245, H22 1.022
14 C 4.86 0.79 -0.37  C7 1.522, H16 1.139, H23 1.070, H26 1.064
15 H -3.55 3.44 -1.16  C11 1.088
16 H 5.15 -0.14 0.23  C14 1.139
17 H -3.85 1.68 -1.65  C11 1.033
18 H 1.45 -0.72 -1.13  N4 0.951
19 H 3.24 -0.50 -1.12  C7 1.088
20 H -3.31 -0.44 -1.06  N5 0.967
21 H -2.60 -2.01 1.24  C10 1.072
22 H -0.48 0.28 3.15  C13 1.022
23 H 5.07 1.53 0.37  C14 1.070
24 H -4.33 2.13 -0.25  C11 1.064
25 H 3.13 1.28 -1.49  C7 1.104
26 H 5.63 0.89 -1.09  C14 1.064
27 H 2.58 1.64 0.83  N6 0.972
28 H 1.35 -0.15 2.77  N2 1.005
29 H -3.57 -2.33 -0.13  C10 1.008
30 H -0.78 -1.89 -0.82  C12 1.059
31 H -1.03 -3.49 -0.37  C12 1.128
32 H -1.98 -2.88 -1.70  C12 1.110

Results of the Löwdin charge analysis, in e, for atoms 1 through 4: 0.99, 0.16, 0.13, 0.19